# 1
The following is a quantum chemistry calculation of a gas-phase ion, C4H11N2O (charge +1), from the OMol25 dataset.

Its LUMO energy is -3.10 eV. The value obtained for the gap between HOMO and LUMO is 0.418 hartree. For the total energy, the calculation gives -343.4108 Eh. As for the net charge: +1. For the energy relative to the best compared isomer or geometry (same formula, charge and spin), the calculation gives 402.65 kJ/mol. As for the SMILES: C=N[C@H](O)[NH+](C)C.

Positions of all 18 atoms, in Å:
1 C -2.7998 0.2291 -0.1665
2 C 0.9498 1.1134 0.7851
3 C 1.9047 -0.6312 -0.6296
4 C -0.6101 -0.5511 -0.3156
5 N -1.6374 0.4927 -0.5619
6 N 0.7342 0.1746 -0.4116
7 O -0.6733 -1.3277 0.7312
8 H -3.5709 0.9067 -0.4282
9 H -2.8744 -0.5416 0.4706
10 H 1.2554 0.4216 1.5216
11 H 1.6506 1.7931 0.5980
12 H -0.0311 1.6424 1.1880
13 H 2.2671 -1.1210 0.2479
14 H 1.5574 -1.3582 -1.2432
15 H 2.6744 0.1266 -1.1312
16 H -0.9032 -1.2345 -1.2502
17 H 0.6936 0.9336 -1.0335
18 H -0.5870 -1.0686 1.6291

---

# 2
The following is a quantum chemistry calculation of 2 unconnected molecules or ions with the total composition C28H56Cl3FN3O3, from the OMol25 dataset.

Its LUMO energy is -2.50 eV. The value obtained for the gap between HOMO and LUMO is 0.325 hartree. For the total energy, the calculation gives -2970.6804 Eh. As for the net charge: +1.

Positions of all 94 atoms, in Å:
1 C -0.7822 1.7311 -0.7018
2 N -0.8358 0.2723 -0.8725
3 C -1.8024 -0.3589 0.0348
4 C -1.4753 -1.8260 0.4028
5 C -0.6915 -2.0881 1.7139
6 C 0.8195 -2.2829 1.5809
7 C 1.5448 -1.0331 1.0464
8 C 1.3276 0.2247 1.8846
9 C 2.2891 1.3502 1.4853
10 C 2.2525 2.5511 2.4497
11 C 2.3754 3.9315 1.8020
12 C 1.0853 4.4999 1.1826
13 C 0.8555 5.9565 1.5794
14 C -0.5285 6.5491 1.2403
15 C -1.2890 5.9699 0.0471
16 C -0.6400 6.2950 -1.3046
17 C -1.6111 6.3286 -2.4793
18 O -1.9124 5.0498 -3.0215
19 C -0.9440 4.6060 -3.9427
20 C 1.5571 -2.6822 2.8884
21 C 0.8642 -3.4456 4.0186
22 C -0.2124 -2.7026 4.8045
23 Cl 0.2631 -5.0274 3.4068
24 N 1.0058 -3.5071 0.6257
25 C 2.3153 -3.5227 -0.1123
26 C 2.7382 -4.9554 -0.4197
27 C 4.0507 -5.0562 -1.1831
28 N 4.2111 -4.2947 -2.3349
29 O 4.8986 -5.8137 -0.8074
30 C -0.1450 -3.8301 -0.3098
31 O -0.9555 -4.7075 0.4269
32 C -0.8396 -2.5728 -0.7753
33 C -1.7967 -2.9068 -1.9304
34 C -3.0979 -3.6120 -1.6403
35 F -2.1125 -1.6868 -2.5480
36 H -1.6543 2.2437 -1.1163
37 H 0.1207 2.1230 -1.1688
38 H -0.7253 1.9730 0.3568
39 H -1.1795 0.1049 -1.8098
40 H -2.8051 -0.3591 -0.4069
41 H -1.8882 0.2380 0.9455
42 H -2.4445 -2.2966 0.5811
43 H -1.0995 -3.0089 2.1324
44 H -0.8910 -1.3122 2.4524
45 H 1.2869 -0.8087 0.0102
46 H 2.6221 -1.2241 1.0814
47 H 0.2982 0.5793 1.8380
48 H 1.5303 0.0209 2.9424
49 H 3.2981 0.9247 1.5120
50 H 2.1137 1.6589 0.4520
51 H 3.0822 2.4430 3.1537
52 H 1.3435 2.5017 3.0610
53 H 3.1540 3.8780 1.0333
54 H 2.7546 4.6353 2.5468
55 H 0.2283 3.9171 1.5367
56 H 1.1075 4.3859 0.0974
57 H 0.9759 5.9906 2.6659
58 H 1.6398 6.5988 1.1706
59 H -1.1580 6.4672 2.1305
60 H -0.4267 7.6196 1.0433
61 H -1.4699 4.8980 0.1628
62 H -2.2802 6.4353 0.0426
63 H 0.1865 5.6164 -1.5315
64 H -0.1999 7.2956 -1.2251
65 H -1.2280 6.9761 -3.2775
66 H -2.5662 6.7407 -2.1480
67 H -1.1743 3.5704 -4.1932
68 H -0.9766 5.2028 -4.8611
69 H 0.0730 4.6448 -3.5357
70 H 1.9873 -1.7829 3.3276
71 H 2.4207 -3.2966 2.6056
72 H 1.6576 -3.7252 4.7108
73 H -0.0173 -1.6285 4.7787
74 H -0.2010 -3.0219 5.8448
75 H -1.2113 -2.8828 4.4134
76 H 1.0213 -4.3166 1.2596
77 H 3.0563 -3.0744 0.5431
78 H 2.2015 -2.8990 -0.9969
79 H 2.9150 -5.4857 0.5170
80 H 1.9734 -5.5006 -0.9803
81 H 3.3785 -3.8182 -2.6510
82 H 5.0069 -3.6704 -2.3206
83 H 0.2958 -4.3445 -1.1670
84 H -1.2212 -5.4553 -0.1206
85 H -0.0678 -1.9369 -1.2236
86 H -1.2336 -3.4886 -2.6719
87 H -3.6814 -3.1097 -0.8689
88 H -3.6962 -3.6026 -2.5523
89 H -2.9540 -4.6544 -1.3597
90 C -5.0982 -3.1843 -5.3729
91 Cl -5.6478 -4.4843 -4.2967
92 Cl -6.0612 -3.0814 -6.8428
93 H -5.1830 -2.2459 -4.8380
94 H -4.0706 -3.3869 -5.6494

---

# 3
The following is a quantum chemistry calculation of 2 unconnected molecules or ions with the total composition C2H8N5O3, from the OMol25 dataset.

Its LUMO energy is -4.15 eV. The value obtained for the gap between HOMO and LUMO is 0.348 hartree. For the total energy, the calculation gives -580.0356 Eh. As for the net charge: +1. For the energy relative to the best compared isomer or geometry (same formula, charge and spin), the calculation gives 183.77 kJ/mol.

Positions of all 18 atoms, in Å:
1 C 2.3903 -0.3130 0.2005
2 C -3.0438 1.5241 0.1018
3 N 2.2431 0.9550 0.3259
4 N 3.4084 -0.9771 0.7281
5 N 1.3877 -0.9505 -0.4571
6 N 1.1891 1.6649 0.2566
7 N -1.9660 0.8419 -0.0094
8 O 0.2486 1.2969 0.9658
9 O 1.1225 2.6987 -0.3990
10 O 0.4259 -0.2734 -1.2613
11 H -2.8058 2.6449 0.4368
12 H -3.9979 1.0625 -0.0121
13 H 1.7560 -1.8605 -0.7031
14 H 4.2867 -0.4063 0.8721
15 H 3.4550 -1.9028 0.4169
16 H -1.0387 1.4317 0.2267
17 H -2.0793 -0.1649 -0.1230
18 H 0.9006 -0.0707 -2.0548

---

Copy entry 1 word for word.
The following is a quantum chemistry calculation of a gas-phase ion, C4H11N2O (charge +1), from the OMol25 dataset.

Its LUMO energy is -3.10 eV. The value obtained for the gap between HOMO and LUMO is 0.418 hartree. For the total energy, the calculation gives -343.4108 Eh. As for the net charge: +1. For the energy relative to the best compared isomer or geometry (same formula, charge and spin), the calculation gives 402.65 kJ/mol. As for the SMILES: C=N[C@H](O)[NH+](C)C.

Positions of all 18 atoms, in Å:
1 C -2.7998 0.2291 -0.1665
2 C 0.9498 1.1134 0.7851
3 C 1.9047 -0.6312 -0.6296
4 C -0.6101 -0.5511 -0.3156
5 N -1.6374 0.4927 -0.5619
6 N 0.7342 0.1746 -0.4116
7 O -0.6733 -1.3277 0.7312
8 H -3.5709 0.9067 -0.4282
9 H -2.8744 -0.5416 0.4706
10 H 1.2554 0.4216 1.5216
11 H 1.6506 1.7931 0.5980
12 H -0.0311 1.6424 1.1880
13 H 2.2671 -1.1210 0.2479
14 H 1.5574 -1.3582 -1.2432
15 H 2.6744 0.1266 -1.1312
16 H -0.9032 -1.2345 -1.2502
17 H 0.6936 0.9336 -1.0335
18 H -0.5870 -1.0686 1.6291